1.
# C7H14N3

A gas-phase ion, C7H14N3 (charge +1) (wB97M-V/def2-TZVPD, the OMol25 dataset).

The orbital gap is 7.5 eV. The structure (SMILES) is CC\C(N)=[NH+]/C=C\C=C\N. For the largest force on an atom, the calculation gives 5.0 eV/A. The charge is +1. As for the LUMO energy: -3.41 eV.

Each line ends with the Mulliken charge.
Cartesian coordinates (Å):
N1 -2.156 0.892 -0.160  -0.4422
N2 2.096 -1.280 -3.565  -0.4536
N3 -0.074 0.105 0.108  0.0194
C1 -1.297 0.897 2.060  -0.5917
C2 2.264 -0.145 -0.013  -0.3193
C3 -1.141 0.701 0.623  0.7431
C4 -2.497 -0.051 2.549  -1.0866
C5 2.410 -0.269 -1.457  -0.4107
C6 1.134 0.063 0.683  -0.1749
C7 1.609 -0.863 -2.359  0.2706
H1 0.465 -1.116 -2.072  0.2395
H2 1.098 0.220 1.790  0.1402
H3 3.460 0.074 -1.841  0.1937
H4 -3.123 -0.093 1.704  0.3374
H5 -2.138 -1.067 2.633  0.3587
H6 3.112 -1.223 -3.603  0.2088
H7 3.244 -0.070 0.556  0.3024
H8 -0.359 0.485 2.630  0.1705
H9 1.581 -1.863 -4.279  0.2482
H10 -2.288 0.936 -1.181  0.2484
H11 -2.945 1.444 0.263  0.2823
H12 -0.060 0.003 -0.911  -0.0390
H13 -2.972 0.306 3.494  0.3283
H14 -1.423 1.915 2.347  0.4264

***

2.
# C7H14N3

2 unconnected molecules or ions with the total composition C7H14N3 (wB97M-V/def2-TZVPD, the OMol25 dataset).

The orbital gap is 9.4 eV. For the largest force on an atom, the calculation gives 6.3 eV/A. The charge is +1. As for the LUMO energy: -3.46 eV.

Each line ends with the Mulliken charge.
Cartesian coordinates (Å):
N1 0.029 -1.028 -0.703  -0.5780
N2 -0.915 1.538 -0.616  0.0045
N3 -1.862 -1.140 1.982  -0.1607
C1 1.109 -1.425 -0.181  0.7238
C2 -2.091 -0.026 1.671  0.4941
C3 -2.368 1.245 1.353  -0.9917
C4 1.843 -0.335 0.562  -1.2384
C5 -1.566 1.991 0.421  0.4863
C6 1.901 -2.747 -0.287  -1.1571
C7 -0.323 2.226 -1.777  -0.7895
H1 -0.536 0.519 -0.479  0.0263
H2 0.890 2.321 -1.743  0.2565
H3 -0.726 3.260 -1.679  0.3308
H4 1.324 -3.489 -0.978  0.3416
H5 -1.556 -2.028 1.963  0.2290
H6 -1.702 3.143 0.392  0.3093
H7 -0.327 -1.800 -1.239  0.1505
H8 -3.133 1.834 1.724  0.4469
H9 1.320 -0.258 1.522  0.2598
H10 1.857 -3.070 0.650  0.3975
H11 2.854 -2.432 -0.659  0.3376
H12 1.800 0.549 0.053  0.3481
H13 -0.694 1.711 -2.552  0.3595
H14 2.873 -0.556 0.600  0.4133

***

3.
# C7H14N3

A gas-phase ion, C7H14N3 (charge +1) (wB97M-V/def2-TZVPD, the OMol25 dataset).

The orbital gap is 9.7 eV. The structure (SMILES) is [H]/N=C1/C[C@@H](C)[C@]2([NH3+])CN2C1. For the largest force on an atom, the calculation gives 3.6 eV/A. The charge is +1. As for the LUMO energy: -3.26 eV.

Each line ends with the Mulliken charge.
Cartesian coordinates (Å):
N1 2.656 0.499 -0.676  -0.6289
N2 -2.172 -0.156 -0.693  0.0367
N3 -0.212 -1.518 -0.321  -0.3609
C1 -0.422 0.985 0.643  0.1129
C2 1.236 -1.445 -0.405  -0.7615
C3 -0.900 -1.721 0.874  -0.8675
C4 1.745 -0.137 -0.096  0.5470
C5 -0.165 1.965 -0.529  -0.9529
C6 -1.009 -0.325 0.210  0.2920
C7 1.021 0.584 1.141  -1.0125
H1 -0.298 -1.766 1.724  0.3071
H2 1.604 -1.775 -1.376  0.4237
H3 3.101 0.162 -1.523  0.2429
H4 -2.143 0.877 -0.964  0.2894
H5 1.644 -2.193 0.346  0.2941
H6 -1.043 2.040 -1.268  0.3858
H7 -0.074 2.923 -0.071  0.3711
H8 -2.124 -0.810 -1.496  0.3776
H9 -1.172 1.528 1.433  0.2459
H10 0.768 1.716 -1.098  0.2209
H11 -3.009 -0.353 -0.214  0.3875
H12 1.639 1.456 1.502  0.3536
H13 -1.663 -2.474 0.856  0.2938
H14 0.990 -0.059 2.002  0.4022

***

4.
# C7H14N3ORe

A molecular structure, C7H14N3ORe (wB97M-V/def2-TZVPD, the OMol25 dataset).

The orbital gap (spin up / spin down) is 6.9 / 6.0 eV. For the largest force on an atom, the calculation gives 3.7 eV/A. Its spin multiplicity is 4. The charge is +1. As for the LUMO energy (spin up / spin down): -4.73 / -4.75 eV.

Each line ends with the Mulliken charge.
Cartesian coordinates (Å):
Re1 -2.221 -0.401 -0.555  0.4993
O1 3.914 -2.233 1.393  -0.5823
N1 3.957 -0.264 2.456  -0.2999
N2 -3.920 -0.287 0.500  -0.7252
N3 -0.368 -0.215 -0.161  0.0059
C1 -1.157 2.004 -3.045  -0.9536
C2 0.198 0.738 0.652  -0.7109
C3 2.102 -0.758 1.024  0.9915
C4 1.490 -1.652 0.123  -0.7627
C5 0.278 -1.371 -0.491  -0.1204
C6 3.385 -1.164 1.618  0.2650
C7 1.418 0.448 1.262  -0.4724
H1 -4.722 0.296 0.191  0.3264
H2 -1.897 2.476 -3.719  0.3189
H3 -0.402 2.812 -2.929  0.3208
H4 -3.747 -0.092 1.500  0.3479
H5 1.914 -2.629 -0.112  0.4353
H6 -2.896 -0.710 -2.117  -0.1146
H7 -0.251 -2.022 -1.203  0.4422
H8 4.862 -0.470 2.839  0.2452
H9 -0.352 1.670 0.819  0.4480
H10 -4.211 -1.270 0.425  0.3768
H11 1.800 1.185 1.960  0.2680
H12 3.617 0.673 2.603  0.1419
H13 -1.042 0.868 -2.860  0.1524
H14 -1.748 2.368 -2.172  0.1564

***

- Look up the charge of the first one.
  +1

***

Repeat the third record exactly.
# C7H14N3

A gas-phase ion, C7H14N3 (charge +1) (wB97M-V/def2-TZVPD, the OMol25 dataset).

The orbital gap is 9.7 eV. The structure (SMILES) is [H]/N=C1/C[C@@H](C)[C@]2([NH3+])CN2C1. For the largest force on an atom, the calculation gives 3.6 eV/A. The charge is +1. As for the LUMO energy: -3.26 eV.

Each line ends with the Mulliken charge.
Cartesian coordinates (Å):
N1 2.656 0.499 -0.676  -0.6289
N2 -2.172 -0.156 -0.693  0.0367
N3 -0.212 -1.518 -0.321  -0.3609
C1 -0.422 0.985 0.643  0.1129
C2 1.236 -1.445 -0.405  -0.7615
C3 -0.900 -1.721 0.874  -0.8675
C4 1.745 -0.137 -0.096  0.5470
C5 -0.165 1.965 -0.529  -0.9529
C6 -1.009 -0.325 0.210  0.2920
C7 1.021 0.584 1.141  -1.0125
H1 -0.298 -1.766 1.724  0.3071
H2 1.604 -1.775 -1.376  0.4237
H3 3.101 0.162 -1.523  0.2429
H4 -2.143 0.877 -0.964  0.2894
H5 1.644 -2.193 0.346  0.2941
H6 -1.043 2.040 -1.268  0.3858
H7 -0.074 2.923 -0.071  0.3711
H8 -2.124 -0.810 -1.496  0.3776
H9 -1.172 1.528 1.433  0.2459
H10 0.768 1.716 -1.098  0.2209
H11 -3.009 -0.353 -0.214  0.3875
H12 1.639 1.456 1.502  0.3536
H13 -1.663 -2.474 0.856  0.2938
H14 0.990 -0.059 2.002  0.4022